Formula: C3H27NO10
Source: the OMol25 dataset
Level of theory: wB97M-V/def2-TZVPD

```
41
C3H27NO10 | the OMol25 dataset | wB97M-V/def2-TZVPD
H 3.812 -2.489 0.136
O -0.427 1.101 2.834
H -0.352 -1.145 4.092
H -1.584 -0.660 -3.526
H 0.684 2.581 -1.050
O -2.185 2.641 1.979
H 0.684 -1.062 3.025
C -0.245 2.251 -1.279
H 4.077 0.658 1.213
H -2.851 -0.997 -4.183
O 2.007 0.533 3.609
H -0.043 -1.921 -0.198
C -0.817 1.086 -0.826
H -1.015 2.896 -1.782
O -4.222 -0.586 -1.414
O 2.551 -1.168 -2.916
H 0.032 0.200 -4.591
H -1.023 -1.437 1.193
O -2.144 -1.454 -3.456
H 0.668 0.254 0.464
H 3.088 0.396 2.321
O 3.287 0.137 1.353
C -0.866 -1.191 0.168
H -0.953 0.852 2.069
H 2.136 -1.252 -2.066
H 2.037 -0.449 3.357
O 0.286 -1.753 3.582
H -0.640 2.105 2.918
H -2.809 3.263 2.459
H 3.485 -1.468 -2.639
O -0.621 0.672 -4.036
H -1.788 0.849 -1.269
O 3.071 -1.983 -0.109
H -3.307 -0.660 -1.787
N -0.196 0.159 -0.053
H 1.185 0.843 3.084
H -1.831 -1.490 -0.441
H 2.689 -1.478 0.725
H -1.907 3.109 1.167
H 0.000 0.771 -3.334
H -4.357 -1.376 -0.767
```

For the energy above the lowest of the compared OMol25 structures with the same formula, charge and spin, the calculation gives 279.9 kJ/mol. The highest occupied orbital energy comes out at -8.2 eV. The lowest unoccupied orbital energy is 0.087 eV. The calculation puts the total energy at -25511.3968 eV. The HOMO-LUMO gap comes out at 8.294 eV. As for the spin multiplicity: 1.